Entry 1:
The following is a quantum chemistry calculation of a 2-piece molecular cluster, C4H12 overall at a distorted geometry, from the Open Molecules 2025 dataset.

Values from the calculation:
orbital gap = 12.6 eV
SMILES string = CC.CC
LUMO level = 1.1 eV

Geometry as ORCA input:
```
! RIJCOSX wB97M-V def2-TZVPD def2/J DEFGRID3
* xyz 0 1
C -0.68 -2.01 -0.18
C 0.33 -3.17 0.11
H -1.54 -2.49 -0.66
H -1.02 -1.61 0.78
H -0.30 -1.32 -0.93
H 0.11 -3.78 0.97
H 1.31 -2.71 0.02
H 0.35 -3.82 -0.77
C 0.40 2.34 -0.57
C -0.13 2.83 0.80
H 1.11 3.06 -0.95
H 1.12 1.51 -0.59
H -0.33 2.15 -1.36
H 0.30 3.82 1.00
H 0.17 2.17 1.62
H -1.20 3.02 0.70
*
```

Entry 2:
The following is a quantum chemistry calculation of C36H52BFN10O4PdS as an isolated structure at a distorted geometry, from the Open Molecules 2025 dataset.

Values from the calculation:
orbital gap (spin up / spin down) = 6.2 / 2.4 eV
LUMO level (spin up / spin down) = -6.4 / -10.0 eV

Geometry as ORCA input:
```
! RIJCOSX wB97M-V def2-TZVPD def2/J DEFGRID3
* xyz 2 5
Pd -0.41 0.31 0.09
C -4.76 3.33 -1.15
C -3.82 2.67 -0.19
C -3.79 2.73 1.19
C -2.69 1.90 1.63
N -2.09 1.40 0.56
N -2.80 1.93 -0.59
B -2.24 1.61 -2.04
N -2.16 0.07 -2.14
N -2.02 -0.64 -0.95
C -2.46 -1.88 -1.19
C -2.70 -2.02 -2.57
C -2.54 -0.77 -3.15
C -2.71 -0.27 -4.52
C -2.86 -2.76 -0.04
C -2.71 -2.15 1.32
C -2.05 -4.03 -0.26
C -4.36 -3.10 -0.18
N -0.80 2.19 -1.96
N -0.18 2.20 -0.70
C 0.89 2.98 -0.83
C 1.03 3.34 -2.18
C -0.05 2.81 -2.86
C -0.40 2.62 -4.32
C 1.54 3.50 0.38
C 1.40 2.68 1.66
C 0.88 4.87 0.62
C 3.00 3.68 -0.01
C -2.20 1.65 3.05
C -1.12 0.59 3.29
C -1.78 3.08 3.40
C -3.44 1.20 3.82
H -5.30 4.18 -0.66
H -5.51 2.61 -1.57
H -4.18 3.77 -2.00
H -4.54 3.27 1.77
H -2.95 2.18 -2.92
H -3.04 -2.90 -3.08
H -3.52 -0.82 -5.10
H -1.75 -0.42 -5.06
H -2.98 0.83 -4.49
H -1.67 -1.96 1.57
H -3.13 -2.84 2.07
H -3.22 -1.20 1.44
H -0.98 -3.78 -0.39
H -2.40 -4.64 -1.13
H -2.20 -4.68 0.61
H -4.98 -2.19 -0.10
H -4.70 -3.77 0.62
H -4.59 -3.54 -1.18
H 1.83 3.93 -2.66
H 0.48 2.81 -4.96
H -1.23 3.35 -4.56
H -0.76 1.61 -4.52
H 0.36 2.64 1.99
H 2.08 3.09 2.47
H 1.71 1.63 1.49
H -0.22 4.77 0.79
H 0.98 5.53 -0.26
H 1.32 5.38 1.47
H 3.41 2.70 -0.38
H 3.60 3.93 0.87
H 3.17 4.46 -0.81
H -0.34 0.52 2.47
H -1.63 -0.36 3.43
H -0.60 0.89 4.24
H -1.39 3.62 2.55
H -1.04 3.16 4.21
H -2.70 3.64 3.74
H -3.77 0.18 3.53
H -4.30 1.87 3.60
H -3.21 1.16 4.91
F 0.11 -7.13 1.30
C 0.67 -5.98 0.81
C 0.98 -4.92 1.61
N 2.06 -4.10 1.22
C 2.40 -2.91 2.03
C 1.45 -1.74 1.90
O 1.70 -0.82 2.71
O 0.57 -1.77 1.00
C 2.69 -4.22 0.02
O 3.54 -3.40 -0.37
N 2.23 -5.26 -0.81
C 1.07 -6.03 -0.59
O 0.52 -6.68 -1.49
H 0.48 -4.76 2.51
H 3.40 -2.63 1.68
H 2.46 -3.25 3.10
H 2.70 -5.32 -1.72
C 6.59 -1.86 -1.99
C 5.51 -1.10 -1.27
C 5.77 -0.46 -0.08
C 4.70 0.16 0.56
N 3.51 0.21 -0.05
C 3.20 -0.44 -1.18
S 1.65 -0.46 -1.93
N 4.24 -1.11 -1.78
C 4.73 0.87 1.87
H 7.60 -1.53 -1.67
H 6.44 -1.68 -3.09
H 6.48 -2.97 -1.81
H 6.76 -0.50 0.36
H 4.01 -1.70 -2.57
H 5.66 0.76 2.39
H 3.87 0.44 2.42
H 4.53 1.94 1.73
*
```

Entry 3:
The following is a quantum chemistry calculation of C2H5NO4 as an isolated structure at a distorted geometry, from the Open Molecules 2025 dataset.

Values from the calculation:
orbital gap = 9.3 eV
LUMO level = 0.1 eV

Geometry as ORCA input:
```
! RIJCOSX wB97M-V def2-TZVPD def2/J DEFGRID3
* xyz 0 1
C 0.01 0.68 -0.10
N -0.28 0.28 1.34
C 0.34 -0.72 -0.60
O 0.85 0.00 1.99
O -1.14 1.12 -0.74
O -0.23 -1.14 -1.72
O 1.38 -1.28 -0.13
H 1.44 -0.80 1.18
H -1.62 1.73 -0.16
H -0.91 -0.49 -1.98
H -0.70 -0.74 1.00
H 0.86 1.37 -0.09
*
```

Entry 4:
The following is a quantum chemistry calculation of a 2-piece molecular cluster, C4H6N2OS overall at a distorted geometry, from the Open Molecules 2025 dataset.

Values from the calculation:
orbital gap = 6.9 eV
LUMO level = -1.1 eV

Geometry as ORCA input:
```
! RIJCOSX wB97M-V def2-TZVPD def2/J DEFGRID3
* xyz 0 1
C -2.25 -0.13 -0.19
C 0.06 -0.11 -0.36
C 1.27 -0.77 -0.32
C 2.50 -0.07 -0.22
H -2.06 1.95 0.65
H -3.66 0.93 1.00
H -3.22 -0.80 -0.48
H 0.17 1.12 -0.30
H 1.52 -1.84 0.13
H 3.22 -1.66 0.34
N -2.67 1.25 -0.04
N -1.07 -0.74 -0.19
O 3.50 -0.69 0.20
S 2.68 1.57 -0.20
*
```

Please write out number 3 again, unchanged.
The following is a quantum chemistry calculation of C2H5NO4 as an isolated structure at a distorted geometry, from the Open Molecules 2025 dataset.

Values from the calculation:
orbital gap = 9.3 eV
LUMO level = 0.1 eV

Geometry as ORCA input:
```
! RIJCOSX wB97M-V def2-TZVPD def2/J DEFGRID3
* xyz 0 1
C 0.01 0.68 -0.10
N -0.28 0.28 1.34
C 0.34 -0.72 -0.60
O 0.85 0.00 1.99
O -1.14 1.12 -0.74
O -0.23 -1.14 -1.72
O 1.38 -1.28 -0.13
H 1.44 -0.80 1.18
H -1.62 1.73 -0.16
H -0.91 -0.49 -1.98
H -0.70 -0.74 1.00
H 0.86 1.37 -0.09
*
```